--- i ---
The following is a quantum chemistry calculation of one molecule with the formula C4H9N3O, from OMol25.

Last column: Löwdin charge in e.
Atoms and positions in Å:
N 2.303 0.837 -0.182  0.117
C 1.392 -0.232 0.037  -0.527
O 1.761 -1.313 0.471  0.040
N 0.061 0.008 -0.463  -0.103
C -0.577 1.285 -0.154  -0.148
C -1.849 0.750 0.609  -0.129
C -2.179 -0.608 -0.132  -0.156
N -0.794 -1.097 -0.214  -0.030
H 1.852 1.768 -0.285  0.081
H 3.237 0.897 0.292  0.122
H 0.009 1.732 0.612  0.094
H -0.661 1.827 -1.069  0.108
H -2.573 1.581 0.590  0.102
H -1.591 0.676 1.671  0.106
H -2.761 -1.425 0.339  0.121
H -2.607 -0.264 -1.071  0.100
H -0.702 -1.698 -0.992  0.104

Calculated values
Molar mass ... 115.136 g/mol
Gap between HOMO and LUMO ... 0.33296 hartree
Lowest unoccupied orbital energy ... 0.82 eV

--- ii ---
The following is a quantum chemistry calculation of one molecule with the formula C4H9N3O, from OMol25.

Last column: Löwdin charge in e.
Atoms and positions in Å:
H 2.929 1.150 0.561  0.106
N 2.152 0.434 0.690  0.073
C 0.855 0.601 0.250  -0.262
N 0.708 1.912 -0.541  0.018
C 0.263 -0.657 -0.099  -0.313
C -1.235 -0.725 -0.593  -0.170
C -2.142 -0.394 0.685  -0.088
N 0.886 -1.755 -0.326  0.014
O 2.186 -1.871 -0.152  -0.062
H -0.497 2.205 -0.711  0.193
H 1.436 2.606 -0.799  0.070
H -1.430 0.167 -1.217  0.068
H -1.633 -1.440 -1.355  0.118
H -3.144 -0.228 0.516  0.030
H -1.921 -1.353 1.253  0.092
H -1.669 0.364 1.291  0.053
H 2.256 -1.018 0.547  0.059

Calculated values
Molar mass ... 115.136 g/mol
Gap between HOMO and LUMO ... 0.33661 hartree
Lowest unoccupied orbital energy ... -0.03 eV

--- iii ---
The following is a quantum chemistry calculation of a 4-piece molecular cluster, C4H9N3O overall, from OMol25.

Last column: Löwdin charge in e.
Atoms and positions in Å:
C -0.826 -2.464 -1.492  -0.172
C -0.912 -0.149 -1.131  -0.305
C 0.182 1.286 0.473  -0.481
C 0.662 0.073 1.388  -0.107
H 0.004 -3.173 -1.894  0.086
H -1.208 -3.002 -0.501  0.101
H -1.701 -2.627 -2.115  0.049
H -2.149 -0.268 -1.333  0.174
H 1.909 0.696 2.120  0.147
H 0.918 -1.223 0.308  0.239
H -0.677 -0.334 2.211  0.182
H 0.350 3.208 -0.045  0.164
H 2.280 2.351 1.463  0.141
N -0.142 -1.175 -1.181  -0.094
N -0.515 1.117 -0.681  0.046
N 0.352 2.594 0.824  -0.043
O 1.473 3.090 1.586  -0.126

Calculated values
Molar mass ... 115.136 g/mol
Gap between HOMO and LUMO ... 0.31548 hartree
Lowest unoccupied orbital energy ... -0.23 eV

--- iv ---
The following is a quantum chemistry calculation of a 2-piece molecular cluster, C4H9N3O overall, from OMol25.

Last column: Löwdin charge in e.
Atoms and positions in Å:
C -0.388 -0.855 -1.978  -0.118
N -0.488 -0.102 -0.745  -0.056
C -1.607 -0.055 -0.120  -0.281
N -1.827 0.713 0.966  0.098
H 0.097 -1.808 -1.767  0.082
H -1.360 -0.986 -2.463  0.073
H 0.279 -0.292 -2.633  0.070
H -2.526 -0.366 -0.629  0.130
H -2.702 0.601 1.449  0.093
H -1.040 0.928 1.559  0.078
C 1.593 -0.076 1.700  -0.102
O 2.071 -0.133 0.371  -0.132
C 1.580 0.877 -0.548  -0.323
N 1.879 1.763 -1.226  0.140
H 2.111 -0.847 2.275  0.095
H 1.819 0.913 2.118  0.096
H 0.507 -0.272 1.671  0.056

Calculated values
Molar mass ... 115.136 g/mol
Gap between HOMO and LUMO ... 0.36953 hartree
Lowest unoccupied orbital energy ... 0.68 eV

i comes first in stability; the runner-up is 0.0586 hartree higher.

--- i ---
The following is a quantum chemistry calculation of one molecule with the formula C4H9N3O, from OMol25.

Last column: Löwdin charge in e.
Atoms and positions in Å:
H 1.016 -2.738 -0.015  0.046
N 1.843 -2.108 0.107  0.116
C 1.177 -1.049 -0.092  -0.490
C 1.802 0.225 -0.333  -0.091
C 1.476 1.561 -0.182  -0.208
N 0.217 1.910 0.178  0.023
N -0.223 -1.174 0.086  -0.033
O -1.185 -0.549 -0.761  -0.223
C -2.351 -0.157 0.064  -0.107
H 2.908 0.075 -0.322  0.101
H 2.200 2.456 -0.463  0.153
H 0.020 2.960 0.388  0.136
H -0.604 1.158 0.215  0.095
H -0.368 -2.169 0.390  0.141
H -3.013 0.633 -0.562  0.130
H -1.964 0.086 1.189  0.130
H -2.952 -1.121 0.114  0.080

Calculated values
Molar mass ... 115.136 g/mol
Gap between HOMO and LUMO ... 0.31555 hartree
Lowest unoccupied orbital energy ... 0.73 eV

--- ii ---
The following is a quantum chemistry calculation of a 3-piece molecular cluster, C4H9N3O overall, from OMol25.

Last column: Löwdin charge in e.
Atoms and positions in Å:
C -1.017 -1.531 -1.174  0.009
C -0.541 -1.301 0.045  -0.168
C 0.869 -0.672 0.248  -0.503
C 1.072 -0.098 1.626  -0.044
O 1.778 -0.922 -0.513  0.043
H -0.504 -1.155 -2.046  0.063
H -1.959 -2.029 -1.346  0.056
H -1.046 -1.636 0.941  0.084
H 0.850 -0.846 2.386  0.085
H 0.384 0.737 1.749  0.054
H 2.097 0.245 1.744  0.082
N -2.094 0.635 0.818  0.056
N -2.150 1.514 0.151  0.066
N 0.481 1.619 -0.952  0.036
H 1.138 1.078 -1.508  0.025
H 0.957 2.459 -0.634  0.034
H -0.316 1.903 -1.535  0.021

Calculated values
Molar mass ... 115.136 g/mol
Gap between HOMO and LUMO ... 0.37543 hartree
Lowest unoccupied orbital energy ... 0.80 eV

--- iii ---
The following is a quantum chemistry calculation of one molecule with the formula C4H9N3O, from OMol25.

Last column: Löwdin charge in e.
Atoms and positions in Å:
C 0.725 -0.521 1.378  -0.041
C -0.018 2.261 -0.642  -0.055
C -0.531 -1.117 1.172  -0.440
C 0.356 -0.048 -0.752  -0.538
N -0.525 -1.331 -0.462  0.169
O -0.571 0.945 -0.746  -0.109
N -1.597 -1.229 1.829  0.120
N 1.374 -0.029 -1.515  0.134
H -1.451 -1.266 -0.879  0.144
H -0.062 -2.188 -0.757  0.146
H -2.448 -1.323 1.281  0.043
H 1.967 -0.847 -1.454  0.047
H 0.861 0.016 2.309  0.059
H 1.604 -1.078 1.071  0.055
H -0.868 2.938 -0.592  0.089
H 0.604 2.481 -1.511  0.083
H 0.580 2.337 0.270  0.094

Calculated values
Molar mass ... 115.136 g/mol
Gap between HOMO and LUMO ... 0.29187 hartree
Lowest unoccupied orbital energy ... 0.42 eV

--- iv ---
The following is a quantum chemistry calculation of one molecule with the formula C4H9N3O, from OMol25.

Last column: Löwdin charge in e.
Atoms and positions in Å:
C 0.835 -1.050 0.744  -0.036
N 0.888 1.425 0.099  -0.028
C 0.431 -0.076 -0.364  -0.613
O 2.105 1.683 0.743  0.002
N 0.725 -0.296 -1.633  0.066
H 2.002 1.280 1.616  0.102
H 0.960 1.956 -0.773  0.137
H 1.198 -1.188 -1.764  0.023
H 1.913 -1.215 0.714  0.082
H 0.551 -0.699 1.740  0.080
H 0.339 -2.006 0.572  0.083
C -2.261 -0.315 -0.445  -0.024
C -1.075 0.490 -0.051  -0.376
N -1.004 1.609 0.468  0.252
H -2.317 -1.216 0.170  0.085
H -2.101 -0.626 -1.481  0.087
H -3.191 0.244 -0.355  0.079

Calculated values
Molar mass ... 115.136 g/mol
Gap between HOMO and LUMO (alpha / beta) ... 0.29461 / 0.29444 hartree
Lowest unoccupied orbital energy (alpha / beta) ... -0.22 / -0.22 eV

ii comes first in stability; the runner-up is 0.1348 hartree higher.